# 1
206
Properties=species:S:1:pos:R:3 method="wB97M-V/def2-TZVPD" charge=+2 total_energy_ev=-117177.979
C -0.025 2.996 5.341
C -1.296 2.629 6.104
C -2.248 1.764 5.190
C -3.430 1.045 5.982
C -2.760 0.108 7.004
C -1.785 0.760 8.040
N -0.852 1.822 7.355
O 0.244 2.299 8.129
C -0.919 -0.360 8.601
C -2.556 1.426 9.169
C -1.996 3.941 6.670
H 0.670 2.180 5.141
H 0.626 3.779 5.729
H -0.456 3.313 4.391
H -1.743 1.134 4.458
H -2.863 2.455 4.614
H -4.114 0.428 5.399
H -4.170 1.616 6.543
H -2.251 -0.701 6.482
H -3.609 -0.374 7.489
H -0.324 -0.200 9.500
H -0.161 -0.736 7.913
H -1.520 -1.219 8.897
H -3.026 0.584 9.678
H -3.388 2.082 8.909
H -1.922 1.959 9.877
H -2.008 4.651 5.842
H -1.467 4.474 7.459
H -3.071 3.878 6.841
C -5.849 -1.364 1.470
C -4.484 -1.156 0.689
C -4.790 -0.972 -0.792
C -5.561 0.282 -1.083
C -5.407 1.435 -0.133
C -4.007 1.527 0.616
N -3.767 0.104 1.188
O -3.138 -0.076 2.437
C -4.017 2.474 1.817
C -2.933 1.918 -0.401
C -3.502 -2.380 0.776
H -5.645 -1.379 2.541
H -6.358 -2.292 1.211
H -6.549 -0.537 1.349
H -5.377 -1.833 -1.111
H -3.912 -0.936 -1.438
H -6.607 -0.014 -1.159
H -5.259 0.631 -2.071
H -6.238 1.402 0.571
H -5.609 2.311 -0.749
H -3.088 2.565 2.380
H -4.876 2.286 2.461
H -4.316 3.482 1.531
H -2.699 1.061 -1.032
H -2.012 2.217 0.098
H -3.208 2.747 -1.053
H -2.710 -2.198 0.049
H -4.021 -3.257 0.389
H -3.137 -2.375 1.803
C -0.794 -2.444 3.859
C 0.680 -2.646 4.043
C 1.142 -3.735 3.047
C 2.686 -3.706 2.721
C 3.103 -2.341 2.202
C 2.851 -1.238 3.255
N 1.441 -1.367 3.788
O 0.803 -0.121 4.146
C 3.067 0.102 2.580
C 3.888 -1.525 4.499
C 0.879 -3.022 5.513
H -0.906 -1.898 2.922
H -1.238 -1.723 4.545
H -1.424 -3.327 3.968
H 0.460 -3.819 2.201
H 0.885 -4.725 3.423
H 2.778 -4.480 1.960
H 3.261 -4.055 3.579
H 2.592 -2.118 1.266
H 4.183 -2.267 2.072
H 2.378 0.391 1.786
H 4.077 0.215 2.185
H 3.008 0.894 3.326
H 3.914 -2.543 4.887
H 3.684 -0.824 5.309
H 4.884 -1.338 4.098
H 0.083 -3.676 5.867
H 0.820 -2.267 6.296
H 1.805 -3.528 5.788
C 2.235 3.751 -0.749
C 1.867 4.612 0.524
C 3.160 5.310 1.024
C 3.493 6.588 0.179
C 2.309 7.553 0.084
C 0.945 6.878 -0.494
N 0.709 5.576 0.193
O -0.580 4.953 0.164
C 1.250 6.553 -1.960
C -0.265 7.801 -0.372
C 1.350 3.712 1.663
H 1.425 3.291 -1.316
H 2.917 2.992 -0.364
H 2.883 4.276 -1.450
H 4.021 4.641 1.011
H 3.028 5.549 2.079
H 3.824 6.492 -0.855
H 4.304 7.148 0.646
H 2.555 8.503 -0.391
H 2.086 7.804 1.121
H 2.175 6.063 -2.266
H 1.098 7.335 -2.704
H 0.508 5.828 -2.296
H -0.078 8.809 -0.742
H -0.605 7.767 0.663
H -1.086 7.387 -0.958
H 2.123 3.043 2.042
H 0.580 2.997 1.373
H 0.911 4.309 2.462
C 3.634 -1.207 -8.940
C 3.305 0.164 -8.441
N 3.671 0.429 -7.075
C 4.923 0.709 -6.563
C 4.793 0.928 -5.202
N 3.469 0.769 -4.816
C 2.775 0.455 -5.947
C 2.957 0.681 -3.475
H 4.663 -1.491 -8.717
H 3.535 -1.136 -10.024
H 3.010 -2.026 -8.582
H 2.263 0.442 -8.603
H 3.783 0.853 -9.137
H 5.730 0.738 -7.280
H 5.505 1.156 -4.423
H 1.721 0.247 -6.051
H 2.218 -0.118 -3.415
H 2.465 1.590 -3.128
H 3.784 0.438 -2.807
C -1.726 -5.874 1.876
C -2.050 -6.522 0.550
N -1.086 -6.269 -0.585
C -0.417 -5.071 -0.957
C 0.245 -5.351 -2.140
N 0.065 -6.662 -2.489
C -0.808 -7.201 -1.520
C 0.682 -7.435 -3.548
H -2.356 -6.167 2.715
H -1.772 -4.786 1.927
H -0.720 -6.208 2.130
H -3.032 -6.190 0.212
H -2.017 -7.597 0.730
H -0.492 -4.142 -0.412
H 0.822 -4.641 -2.713
H -1.109 -8.237 -1.477
H 0.821 -8.459 -3.201
H 1.681 -7.070 -3.784
H 0.079 -7.462 -4.456
C 1.879 -5.809 -6.447
C 1.096 -4.606 -6.996
N 0.175 -4.147 -5.988
C -0.962 -4.770 -5.534
C -1.597 -3.983 -4.559
N -0.911 -2.766 -4.415
C 0.132 -2.911 -5.340
C -1.148 -1.707 -3.506
H 1.223 -6.525 -5.952
H 2.607 -5.418 -5.737
H 2.391 -6.334 -7.254
H 0.443 -4.765 -7.854
H 1.805 -3.797 -7.175
H -1.233 -5.737 -5.932
H -2.545 -4.173 -4.079
H 0.870 -2.139 -5.498
H -0.673 -1.965 -2.560
H -2.188 -1.586 -3.203
H -0.640 -0.837 -3.921
C 0.773 0.212 -0.873
C -0.058 -0.505 0.183
O -0.275 -1.718 -0.044
O -0.350 0.153 1.217
H 0.498 1.266 -0.846
H 0.489 -0.127 -1.869
H 1.845 0.143 -0.685
C -0.431 2.698 -4.324
C 0.498 3.775 -4.852
O 0.155 4.350 -5.918
O 1.510 3.955 -4.151
H -0.368 2.626 -3.238
H -0.280 1.770 -4.875
H -1.477 2.959 -4.481
C 2.729 -2.631 -1.387
C 3.059 -3.172 -2.776
O 2.826 -2.515 -3.819
O 3.459 -4.325 -2.770
H 2.662 -1.543 -1.392
H 3.659 -2.782 -0.839
H 1.921 -3.102 -0.827
C -4.239 2.663 -4.296
C -4.528 4.131 -3.787
O -3.915 5.092 -4.246
O -5.371 4.208 -2.937
H -5.113 2.027 -4.435
H -3.587 2.184 -3.567
H -3.665 2.712 -5.222
B 5.828 1.859 0.020
F 7.175 1.925 -0.318
F 5.346 3.104 -0.252
F 5.151 0.848 -0.610
F 5.701 1.661 1.392

# 2
72
Properties=species:S:1:pos:R:3 method="wB97M-V/def2-TZVPD" e_above_lowest_kj_mol=0.0 charge=+1
Pd -1.732 2.855 0.464
Te -4.173 1.923 -2.000
C -3.224 0.754 -3.454
C -2.952 -0.603 -3.360
C -2.391 -1.261 -4.443
C -2.108 -0.566 -5.612
C -2.394 0.787 -5.707
C -2.955 1.452 -4.626
H -3.226 -1.163 -2.478
H -2.196 -2.324 -4.384
H -1.678 -1.086 -6.457
H -2.189 1.325 -6.622
H -3.175 2.512 -4.711
F -3.445 -1.857 1.701
Te -3.654 -0.330 0.575
F -2.333 2.720 -1.726
F -3.251 0.633 2.109
F -5.445 -0.386 1.001
F -5.344 0.366 -1.856
O -3.954 1.571 -0.130
Se -1.499 5.218 0.249
C -2.058 4.585 1.908
C -3.395 4.705 2.378
C -3.778 4.018 3.492
C -2.866 3.174 4.170
C -1.578 3.035 3.733
C -1.145 3.748 2.594
H -4.087 5.333 1.834
H -4.793 4.103 3.856
H -3.197 2.639 5.049
H -0.879 2.399 4.258
H -0.096 3.778 2.334
C 0.470 -3.535 -2.883
C 0.237 -3.150 -1.426
C -0.552 -1.849 -1.277
C 0.256 -0.582 -1.548
N 1.351 -0.396 -0.606
C 1.206 0.085 0.641
Se -0.357 0.700 1.452
N 2.406 0.064 1.252
C 2.665 0.486 2.629
C 2.250 -0.569 3.649
C 3.031 -1.878 3.557
C 4.450 -1.773 4.104
C 3.354 -0.448 0.370
C 4.720 -0.665 0.499
C 5.379 -1.183 -0.599
C 4.703 -1.477 -1.789
C 3.344 -1.260 -1.918
C 2.683 -0.741 -0.812
H 1.081 -4.434 -2.963
H 0.980 -2.745 -3.439
H -0.478 -3.731 -3.387
H 1.192 -3.069 -0.901
H -0.312 -3.948 -0.924
H -0.985 -1.776 -0.278
H -1.389 -1.866 -1.985
H -0.372 0.303 -1.463
H 0.687 -0.577 -2.548
H 2.114 1.412 2.789
H 3.728 0.715 2.695
H 1.180 -0.752 3.533
H 2.388 -0.132 4.643
H 3.052 -2.226 2.519
H 2.490 -2.645 4.114
H 5.054 -1.048 3.555
H 4.966 -2.732 4.049
H 4.438 -1.461 5.150
H 5.252 -0.439 1.413
H 6.444 -1.365 -0.539
H 5.256 -1.880 -2.626
H 2.826 -1.488 -2.839

# 3
14
Properties=species:S:1:pos:R:3 method="wB97M-V/def2-TZVPD" smiles=CC(C)(C)I e_above_lowest_kj_mol=116.5
C -0.138 0.698 1.218
C -0.176 0.791 -1.346
C -0.223 -1.422 0.100
C 0.154 0.075 -0.081
I 2.698 -0.061 0.031
H -0.225 -0.070 1.891
H -1.040 1.212 1.103
H 0.619 1.379 1.562
H 0.120 1.790 -1.452
H -1.200 0.568 -1.375
H 0.361 0.291 -2.104
H 0.114 -2.094 -0.668
H 0.322 -1.741 0.904
H -1.385 -1.416 0.218

# 4
19
Properties=species:S:1:pos:R:3 method="wB97M-V/def2-TZVPD" e_above_lowest_kj_mol=90.6 multiplicity=2 charge=+4
Tl 0.166 -0.336 -0.478
O 0.487 2.319 -1.684
H 0.229 3.165 -1.319
H 0.861 2.530 -2.540
O 0.250 1.804 1.522
H 0.903 2.500 1.594
H -0.352 1.963 2.249
O 2.786 1.026 -0.213
H 2.802 1.760 0.401
H 3.708 0.811 -0.354
O -2.354 -1.812 -0.002
H -2.582 -1.969 0.914
H -2.814 -2.500 -0.484
O -0.710 -2.492 -2.270
H -1.020 -2.536 -3.174
H -0.113 -3.236 -2.184
O -0.660 -0.904 2.306
H -1.522 -1.114 2.666
H -0.064 -0.979 3.051

# 5
26
Properties=species:S:1:pos:R:3 method="wB97M-V/def2-TZVPD" e_above_lowest_kj_mol=475.2
C -1.280 -1.308 0.515
C -0.197 -0.615 0.594
C 0.187 0.778 0.333
C -0.565 1.875 0.104
C 1.971 -0.120 1.246
C -3.133 -1.530 -0.859
C 2.379 1.421 -0.554
N 1.062 -1.151 0.869
N -1.828 1.859 -0.379
N -2.558 -0.892 0.236
N 1.548 1.013 0.569
O -4.299 0.753 -0.056
O 0.061 3.118 0.118
S -3.068 0.655 0.677
H -1.197 -2.417 0.620
H 2.008 0.121 2.377
H 2.957 -0.323 0.970
H -2.515 -1.757 -1.682
H -3.315 -2.494 -0.476
H -4.053 -1.184 -1.219
H 1.843 2.203 -1.139
H 3.404 1.671 -0.185
H 2.412 0.486 -1.200
H 1.303 -2.059 1.429
H -2.255 2.793 -0.553
H 1.010 2.816 0.377

# 6
12
Properties=species:S:1:pos:R:3 method="wB97M-V/def2-TZVPD" e_above_lowest_kj_mol=70.2 multiplicity=3
C 1.801 -0.260 0.713
C 1.356 0.984 0.252
C 0.755 -1.103 0.537
C 0.047 0.811 -0.217
N -2.912 0.557 -1.201
N -0.348 -0.482 0.046
P -1.874 -1.178 -0.215
H 2.778 -0.636 1.207
H 2.046 1.834 0.169
H 0.718 -2.017 1.030
H -0.589 1.294 -0.796
H -3.778 0.197 -1.523

# 7
17
Properties=species:S:1:pos:R:3 method="wB97M-V/def2-TZVPD" e_above_lowest_kj_mol=129.4 charge=+2
C 1.355 -0.674 -0.776
C -2.104 1.135 1.341
C -0.337 -0.481 0.660
N 2.178 0.318 -0.678
N 1.485 -1.678 -1.564
N -1.195 0.631 0.192
H -2.370 0.155 1.795
H -1.631 1.788 2.036
H -2.929 1.747 0.959
H 0.477 -0.289 1.448
H -0.800 -1.464 0.578
H 2.046 1.205 -0.039
H 3.147 0.311 -1.082
H 0.832 -2.484 -1.603
H 2.096 -1.748 -2.376
H -1.691 0.247 -0.591
H -0.557 1.281 -0.301

# 8
10
Properties=species:S:1:pos:R:3 method="wB97M-V/def2-TZVPD" smiles="O=NN[N@+]1([O-])CS1" e_above_lowest_kj_mol=678.7
C 1.040 -0.121 0.872
N -0.757 0.044 -0.607
N -1.562 0.302 0.386
N 0.585 -0.257 -0.442
O -2.655 0.618 0.160
O 1.133 -0.984 -1.226
S 1.579 1.375 0.033
H 0.125 -0.166 1.425
H 1.695 -0.963 0.961
H -1.182 0.152 -1.563

# 9
45
Properties=species:S:1:pos:R:3 method="wB97M-V/def2-TZVPD" smiles="C#CCC1=C(P(O)(O)=S)C(=O)OC1=O.C[C@@H]1COC(=O)O1.C[C@@H]1COC(=O)O1" total_energy_ev=-58473.234
C -4.132 -5.399 -3.158
C -3.514 -4.434 -3.773
C -2.786 -3.287 -4.679
C -1.271 -3.439 -4.215
C -0.564 -2.713 -3.155
P -1.099 -1.232 -2.170
O -1.615 -1.393 -0.593
O 0.354 -0.275 -2.214
S -2.257 -0.051 -3.258
C 0.723 -3.638 -3.003
O 0.952 -4.040 -1.842
O 1.142 -4.392 -4.146
C -0.080 -4.245 -4.888
O 0.038 -4.219 -6.126
H -4.871 -6.161 -2.773
H -3.329 -2.336 -4.357
H -2.930 -3.616 -5.759
H -1.739 -0.439 -0.261
H 0.721 -0.160 -1.312
C -0.107 4.537 0.702
C -0.502 3.114 1.030
C -0.195 2.138 -0.067
O -1.182 1.133 0.131
C -2.245 1.744 0.739
O -3.324 1.239 0.881
O -1.918 2.996 1.156
H -0.333 5.195 1.546
H 0.958 4.614 0.478
H -0.679 4.918 -0.150
H -0.050 2.805 1.976
H 0.809 1.717 0.021
H -0.319 2.554 -1.072
C 3.899 0.100 4.172
C 3.146 1.381 4.463
C 1.677 1.177 4.687
O 1.127 2.421 4.271
C 1.991 2.943 3.355
O 1.749 3.891 2.656
O 3.162 2.248 3.332
H 4.964 0.310 4.042
H 3.783 -0.621 4.984
H 3.555 -0.356 3.239
H 3.610 1.910 5.303
H 1.440 0.983 5.736
H 1.245 0.382 4.072

# 10
22
Properties=species:S:1:pos:R:3 method="wB97M-V/def2-TZVPD" smiles="O=C(O)CCCc1c[nH]c[nH+]1" e_above_lowest_kj_mol=582.1 charge=+1
O 0.341 -4.076 1.798
C -0.544 -3.097 1.497
O -1.706 -2.947 2.408
C -0.321 -2.177 0.131
C -1.142 -0.758 0.193
C -0.990 0.168 -1.177
C 0.243 1.215 -0.910
C 1.883 1.039 -1.075
N 2.371 2.391 -0.602
C 1.259 3.347 -0.227
N -0.064 2.633 -0.419
H -1.565 -2.186 3.047
H -0.747 -2.818 -0.757
H 0.837 -2.028 -0.020
H -0.820 -0.157 1.149
H -2.287 -1.038 0.357
H -1.984 0.806 -1.236
H -0.845 -0.553 -2.088
H 2.447 0.087 -1.462
H 3.386 2.685 -0.525
H 1.293 4.469 0.161
H -1.045 2.993 -0.241